Entry 1:
The following is a DFT calculation (ωB97M-V with the def2-TZVPD basis set) of C26H50Cl3N13O5P3RuS2Si as an isolated structure in a non-equilibrium geometry.

```
104
C26H50Cl3N13O5P3RuS2Si | the OMol25 dataset | ωB97M-V with the def2-TZVPD basis set
Ru 0.872 0.210 -0.697
C -1.273 -1.634 5.119
N -0.163 -1.198 4.289
C 1.107 -1.215 4.998
P -0.271 0.031 3.157
O 0.683 -0.227 2.051
O -1.809 -0.131 2.680
P -2.444 -0.037 1.177
O -1.454 0.099 0.106
N -3.256 -1.486 1.093
C -4.202 -1.920 2.096
C -3.467 -2.068 -0.215
N -3.372 1.342 1.343
C -3.838 1.949 0.111
C -4.282 1.511 2.457
N -0.029 1.512 3.835
C 0.476 2.592 3.012
C -0.789 1.959 4.987
H -1.327 -1.096 6.069
H -1.137 -2.694 5.340
H -2.201 -1.498 4.576
H 1.103 -0.589 5.895
H 1.891 -0.851 4.338
H 1.334 -2.236 5.308
H -4.014 -1.395 3.027
H -4.072 -2.992 2.258
H -5.236 -1.747 1.785
H -2.653 -1.762 -0.866
H -4.424 -1.774 -0.657
H -3.439 -3.154 -0.129
H -3.067 1.836 -0.647
H -4.012 3.012 0.281
H -4.770 1.499 -0.246
H -3.888 1.004 3.335
H -5.286 1.135 2.237
H -4.368 2.576 2.682
H 1.073 2.164 2.208
H 1.106 3.238 3.624
H -0.338 3.178 2.577
H -1.200 1.106 5.518
H -1.608 2.621 4.694
H -0.119 2.500 5.657
N 0.344 -5.981 -1.128
C 1.247 -4.877 -0.754
P 0.079 -3.644 0.105
O -1.239 -4.309 -0.176
O 0.332 -2.244 -0.307
C 0.496 -3.774 1.926
N 1.567 -2.807 2.177
H 0.325 -6.193 -2.126
H -0.625 -5.513 -0.819
H 0.510 -6.843 -0.607
H 1.639 -4.377 -1.636
H 2.088 -5.216 -0.156
H 0.816 -4.777 2.210
H -0.397 -3.518 2.501
H 2.323 -2.896 1.439
H 1.977 -2.884 3.110
H 1.188 -1.827 2.051
Cl 1.930 1.536 -2.681
Si 3.207 -0.395 0.004
Cl 3.551 -2.555 -0.038
Cl 4.996 0.237 -0.831
C -0.316 5.668 0.587
N 0.905 5.092 0.110
C 2.128 5.877 0.040
C 3.132 4.893 -0.587
N 2.398 3.635 -0.586
C 1.116 3.836 -0.268
S -0.089 2.634 -0.267
H -0.572 6.545 -0.010
H -0.207 5.979 1.629
H -1.112 4.931 0.503
H 2.433 6.192 1.044
H 1.969 6.768 -0.575
H 4.044 4.792 0.002
H 3.411 5.170 -1.607
H 2.638 2.881 -1.236
N 3.583 -0.307 1.735
C 3.659 0.443 2.662
N 3.868 1.044 3.692
C 3.360 1.910 4.502
N 2.926 2.675 5.240
S -1.104 -1.152 -6.994
C -0.587 -1.040 -5.324
C 0.737 -1.215 -4.920
C 1.038 -1.117 -3.579
N 0.128 -0.810 -2.658
C -1.134 -0.650 -3.034
C -1.546 -0.793 -4.342
C 0.416 -0.664 -7.818
C 1.138 -1.583 -8.560
C 2.294 -1.132 -9.187
N 2.702 0.113 -9.097
C 2.014 0.993 -8.404
C 0.848 0.652 -7.731
H 1.524 -1.416 -5.626
H 2.056 -1.271 -3.235
H -1.833 -0.379 -2.255
H -2.582 -0.693 -4.614
H 0.815 -2.609 -8.638
H 2.911 -1.798 -9.772
H 2.404 2.000 -8.384
H 0.304 1.391 -7.168
```

Spin multiplicity: 2
Highest occupied orbital energy (alpha / beta): -12.7 / -12.8 eV
Molar mass: 1017.34 g mol⁻¹
Largest force on an atom: 1.84 eV/A
E_LUMO (alpha / beta): -6.451 / -5.700 eV
Total charge: +2
Orbital gap (alpha / beta): 6.30 / 7.06 eV

These are the Löwdin partial charges, in e, on atoms 1 to 99: number 1, Ru, carries 0.798; number 2, C, carries -0.086; number 3, N, carries -0.290; number 4, C, carries -0.098; number 5, P, carries 0.532; number 6, O, carries -0.357; number 7, O, carries -0.263; number 8, P, carries 0.527; number 9, O, carries -0.393; number 10, N, carries -0.284; number 11, C, carries -0.087; number 12, C, carries -0.099; number 13, N, carries -0.293; number 14, C, carries -0.099; number 15, C, carries -0.096; number 16, N, carries -0.275; number 17, C, carries -0.132; number 18, C, carries -0.065; number 19, H, carries 0.090; number 20, H, carries 0.096; number 21, H, carries 0.067; number 22, H, carries 0.103; number 23, H, carries 0.057; number 24, H, carries 0.095; number 25, H, carries 0.062; number 26, H, carries 0.096; number 27, H, carries 0.098; number 28, H, carries 0.048; number 29, H, carries 0.097; number 30, H, carries 0.077; number 31, H, carries 0.056; number 32, H, carries 0.095; number 33, H, carries 0.094; number 34, H, carries 0.071; number 35, H, carries 0.094; number 36, H, carries 0.096; number 37, H, carries 0.036; number 38, H, carries 0.072; number 39, H, carries 0.069; number 40, H, carries 0.071; number 41, H, carries 0.095; number 42, H, carries 0.095; number 43, N, carries 0.097; number 44, C, carries -0.210; number 45, P, carries 0.462; number 46, O, carries -0.303; number 47, O, carries -0.395; number 48, C, carries -0.182; number 49, N, carries 0.066; number 50, H, carries 0.164; number 51, H, carries 0.095; number 52, H, carries 0.163; number 53, H, carries 0.090; number 54, H, carries 0.088; number 55, H, carries 0.109; number 56, H, carries 0.101; number 57, H, carries -0.031; number 58, H, carries 0.142; number 59, H, carries 0.056; number 60, Cl, carries 0.098; number 61, Si, carries -0.160; number 62, Cl, carries 0.331; number 63, Cl, carries 0.282; number 64, C, carries -0.036; number 65, N, carries -0.151; number 66, C, carries -0.085; number 67, C, carries -0.103; number 68, N, carries -0.002; number 69, C, carries -0.743; number 70, S, carries 0.718; number 71, H, carries 0.106; number 72, H, carries 0.103; number 73, H, carries 0.057; number 74, H, carries 0.135; number 75, H, carries 0.134; number 76, H, carries 0.124; number 77, H, carries 0.131; number 78, H, carries -0.035; number 79, N, carries -0.038; number 80, C, carries -0.256; number 81, N, carries 0.178; number 82, C, carries -0.333; number 83, N, carries 0.171; number 84, S, carries 1.045; number 85, C, carries -0.505; number 86, C, carries -0.049; number 87, C, carries -0.220; number 88, N, carries -0.091; number 89, C, carries -0.125; number 90, C, carries -0.060; number 91, C, carries -0.528; number 92, C, carries -0.073; number 93, C, carries -0.127; number 94, N, carries 0.071; number 95, C, carries -0.126; number 96, C, carries -0.072; number 97, H, carries 0.116; number 98, H, carries 0.097; number 99, H, carries 0.088



Entry 2:
The following is a DFT calculation (ωB97M-V with the def2-TZVPD basis set) of a 2-piece molecular cluster, C2H9N2 overall in a non-equilibrium geometry.

```
13
C2H9N2 | the OMol25 dataset | ωB97M-V with the def2-TZVPD basis set
N 0.356 -2.175 0.717
H 1.021 -2.402 1.424
H 0.448 -2.898 0.005
H -0.559 -2.183 1.112
H 0.021 -0.452 -0.192
C -1.124 1.368 0.140
C 0.969 1.014 -0.968
N 0.102 0.585 -0.257
H -1.998 0.731 -0.096
H -0.986 2.421 -0.399
H -0.873 1.532 1.232
H 1.736 0.432 -1.390
H 0.886 2.026 -1.327
```

Highest occupied orbital energy: -15.0 eV
Molar mass: 61.11 g mol⁻¹
Largest force on an atom: 5.98 eV/A
E_LUMO: -4.345 eV
Total charge: +1
Orbital gap: 10.63 eV

Which charges does Löwdin predict for the atoms? In e, they are: number 1, N, carries 0.039; number 2, H, carries 0.036; number 3, H, carries 0.054; number 4, H, carries 0.031; number 5, H, carries 0.111; number 6, C, carries 0.028; number 7, C, carries 0.111; number 8, N, carries -0.025; number 9, H, carries 0.110; number 10, H, carries 0.144; number 11, H, carries 0.120; number 12, H, carries 0.118; number 13, H, carries 0.122



Entry 3:
The following is a DFT calculation (ωB97M-V with the def2-TZVPD basis set) of a 2-piece molecular cluster, C4H12N2O overall in a non-equilibrium geometry.

```
19
C4H12N2O | the OMol25 dataset | ωB97M-V with the def2-TZVPD basis set
C -0.002 1.661 -0.283
C -0.376 0.162 -0.373
C 0.047 -0.574 0.928
C -0.509 -0.175 2.085
N 0.492 -1.916 0.825
N -1.111 2.516 0.189
H 0.859 1.784 0.373
H 0.168 2.004 -1.311
H 0.022 -0.489 -1.166
H -1.454 0.056 -0.457
H -0.146 -0.522 3.037
H -1.266 0.596 2.107
H 0.509 -2.330 1.756
H 1.479 -2.059 0.590
H -1.114 2.647 1.192
H -2.039 2.154 0.005
H 1.718 -1.679 -3.911
H 1.595 -1.898 -2.380
O 1.128 -1.939 -3.207
```

Highest occupied orbital energy: -8.7 eV
Molar mass: 104.15 g mol⁻¹
Largest force on an atom: 2.71 eV/A
E_LUMO: 0.677 eV
Structure (SMILES): C=C(N)CCN.O
Orbital gap: 9.33 eV

Which charges does Löwdin predict for the atoms? In e, they are: number 1, C, carries -0.265; number 2, C, carries -0.142; number 3, C, carries -0.405; number 4, C, carries 0.020; number 5, N, carries 0.064; number 6, N, carries -0.023; number 7, H, carries 0.108; number 8, H, carries 0.097; number 9, H, carries 0.086; number 10, H, carries 0.107; number 11, H, carries 0.048; number 12, H, carries 0.044; number 13, H, carries 0.077; number 14, H, carries 0.082; number 15, H, carries 0.048; number 16, H, carries 0.059; number 17, H, carries 0.032; number 18, H, carries 0.011; number 19, O, carries -0.047



Entry 4:
The following is a DFT calculation (ωB97M-V with the def2-TZVPD basis set) of C22H17IN2O3 in the gas phase in a non-equilibrium geometry.

```
45
C22H17IN2O3 | the OMol25 dataset | ωB97M-V with the def2-TZVPD basis set
O 0.101 1.061 3.098
I -2.473 5.716 -0.966
N -1.290 2.780 -0.205
O 2.411 -5.257 2.505
O 0.961 -2.599 -2.150
C -0.304 1.584 2.071
C -0.914 1.505 -0.256
C -1.200 -0.561 -4.017
C -0.199 0.388 -3.815
C -2.231 -0.732 -3.057
C -0.670 5.226 3.118
C -1.228 5.720 1.950
C 1.846 -5.302 0.152
C 1.531 -4.583 -1.023
C -0.120 1.092 -2.586
C -2.096 -0.049 -1.812
C -0.314 3.859 3.153
C 1.892 -3.202 1.340
C -1.470 4.910 0.841
C -1.134 3.527 0.919
C 1.997 -4.636 1.368
C 1.291 -3.222 -1.005
C -1.054 0.846 -1.540
C -0.571 2.999 2.068
C 1.428 -2.486 0.205
N -0.449 0.846 0.893
C 1.211 -0.986 0.252
C -0.194 -0.632 0.862
H 2.620 -4.584 3.205
H 0.506 -1.732 -2.004
H -1.132 -1.128 -4.931
H 0.537 0.573 -4.590
H -3.040 -1.394 -3.223
H -0.432 5.834 3.967
H -1.494 6.773 1.927
H 2.137 -6.346 0.106
H 1.497 -5.099 -1.954
H 0.666 1.792 -2.427
H -2.837 -0.231 -1.048
H 0.133 3.455 4.034
H 2.123 -2.628 2.225
H 1.282 -0.524 -0.746
H 1.946 -0.436 0.870
H -0.259 -1.020 1.903
H -1.010 -1.118 0.324
```

Highest occupied orbital energy: -8.0 eV
Molar mass: 484.29 g mol⁻¹
Largest force on an atom: 3.99 eV/A
E_LUMO: 0.081 eV
Structure (SMILES): O=c1c2cccc(I)c2nc(-c2ccccc2)n1CCc1cc(O)ccc1O
Orbital gap: 8.13 eV

Which charges does Löwdin predict for the atoms? In e, they are: number 1, O, carries 0.070; number 2, I, carries 0.736; number 3, N, carries 0.142; number 4, O, carries 0.029; number 5, O, carries 0.044; number 6, C, carries -0.366; number 7, C, carries -0.198; number 8, C, carries -0.081; number 9, C, carries -0.070; number 10, C, carries -0.035; number 11, C, carries -0.060; number 12, C, carries -0.146; number 13, C, carries -0.008; number 14, C, carries -0.004; number 15, C, carries -0.006; number 16, C, carries -0.025; number 17, C, carries 0.018; number 18, C, carries 0.039; number 19, C, carries -0.520; number 20, C, carries -0.294; number 21, C, carries -0.318; number 22, C, carries -0.298; number 23, C, carries -0.186; number 24, C, carries -0.084; number 25, C, carries -0.146; number 26, N, carries 0.085; number 27, C, carries -0.098; number 28, C, carries -0.080; number 29, H, carries 0.128; number 30, H, carries 0.090; number 31, H, carries 0.102; number 32, H, carries 0.106; number 33, H, carries 0.090; number 34, H, carries 0.101; number 35, H, carries 0.097; number 36, H, carries 0.115; number 37, H, carries 0.108; number 38, H, carries 0.108; number 39, H, carries 0.115; number 40, H, carries 0.108; number 41, H, carries 0.113; number 42, H, carries 0.100; number 43, H, carries 0.132; number 44, H, carries 0.133; number 45, H, carries 0.114



Entry 5:
The following is a DFT calculation (ωB97M-V with the def2-TZVPD basis set) of a 2-piece molecular cluster, C3H7NO3 overall in a non-equilibrium geometry.

```
14
C3H7NO3 | the OMol25 dataset | ωB97M-V with the def2-TZVPD basis set
O 2.008 -0.071 -0.524
C 0.797 -0.176 -0.819
N -0.164 -0.268 0.251
C -1.544 -0.104 0.149
O -2.430 -0.359 1.038
C 0.139 0.041 -2.168
H 0.120 -0.417 1.298
H -1.806 -0.204 -0.871
H 0.011 -0.801 -2.744
H 0.865 0.691 -2.708
H -0.703 0.812 -2.082
H 0.554 -0.400 3.371
H 1.287 1.027 3.090
O 0.867 0.229 2.718
```

Highest occupied orbital energy: -10.0 eV
Molar mass: 105.09 g mol⁻¹
Largest force on an atom: 4.82 eV/A
E_LUMO: 0.450 eV
Structure (SMILES): CC(=O)NC=O.O
Orbital gap: 10.41 eV

Which charges does Löwdin predict for the atoms? In e, they are: number 1, O, carries 0.049; number 2, C, carries -0.419; number 3, N, carries 0.093; number 4, C, carries -0.268; number 5, O, carries -0.026; number 6, C, carries -0.013; number 7, H, carries 0.136; number 8, H, carries 0.089; number 9, H, carries 0.057; number 10, H, carries 0.098; number 11, H, carries 0.109; number 12, H, carries 0.060; number 13, H, carries 0.081; number 14, O, carries -0.046